Entry A
Below is a 2-piece molecular cluster, CH2N2O4 overall, with properties calculated with ωB97M-V/def2-TZVPD.

XYZ file:
```
9
Properties=species:S:1:pos:R:3:mulliken_charge:R:1
C -0.4243 -0.7527 0.3602 0.323
N 1.0563 -0.4099 -0.9297 -0.255
N -1.3656 0.4146 0.4220 0.916
O -0.6227 -1.7699 0.8760 -0.294
O -1.0811 1.4541 -0.1343 -0.516
O -2.3805 0.2588 1.0864 -0.490
O 1.7998 0.5691 -0.3879 -0.330
H 1.4211 -1.2484 -0.5463 0.282
H 1.5970 1.4843 -0.7464 0.363
```

Output
- HOMO-LUMO gap: 8.334 eV
- Spin multiplicity: 1
- LUMO level: -0.0516 hartree



Entry B
Below is a 2-piece molecular cluster, CH2N2O4 overall, with properties calculated with ωB97M-V/def2-TZVPD.

XYZ file:
```
9
Properties=species:S:1:pos:R:3:mulliken_charge:R:1
C 1.0972 0.2758 0.2353 0.529
N 2.2566 0.3685 0.5010 -0.217
N -2.8715 -0.1271 0.1912 0.269
O -2.4009 -0.2329 -1.1537 -0.371
O -0.0296 0.4577 -0.0586 -0.499
O -4.0287 -0.3824 0.2738 -0.357
O 3.2998 -0.5209 0.3773 -0.319
H -1.4901 0.0598 -0.8825 0.574
H 4.1672 0.1015 0.5162 0.391
```

Output
- HOMO-LUMO gap: 9.861 eV
- SMILES: O=C=NO.O=NO
- Spin multiplicity: 1
- LUMO level: -0.0105 hartree



Entry C
Below is the molecule CH2N2O4, with properties calculated with ωB97M-V/def2-TZVPD.

XYZ file:
```
9
Properties=species:S:1:pos:R:3:mulliken_charge:R:1
C 0.4206 0.2702 -0.1633 0.612
N 1.7544 -0.0038 0.1530 -0.489
N -1.8182 -0.4931 0.0293 1.094
O 0.1418 1.1461 -0.9080 -0.492
O -2.2449 -1.1141 -0.8632 -0.478
O -2.2450 0.3380 0.7022 -0.471
O -0.3761 -0.7324 0.1610 -0.320
H 2.3336 0.6932 -0.3014 0.274
H 2.0337 -0.1041 1.1904 0.270
```

Output
- HOMO-LUMO gap: 10.810 eV
- SMILES: NC(=O)O[N+](=O)[O-]
- Spin multiplicity: 1
- LUMO level: -0.0020 hartree



entry C wins, 1.474 eV ahead of the next structure.



Entry A
Below is a 2-piece molecular cluster, C2H3FO2 overall, with properties calculated with ωB97M-V/def2-TZVPD.

XYZ file:
```
8
Properties=species:S:1:pos:R:3:mulliken_charge:R:1
C -0.5793 -0.0611 -0.6914 0.013
C -0.3678 0.7827 0.6268 0.186
O 1.4514 -0.5244 0.2085 -0.688
O -0.8683 0.3330 1.4813 -0.304
F -1.0142 -1.1325 -0.4186 -0.077
H -0.5609 0.4009 -1.6703 0.385
H 0.4444 1.5748 0.4791 0.265
H 1.4948 -1.3734 -0.0153 0.221
```

Output
- HOMO-LUMO gap: 8.775 eV
- Spin multiplicity: 1
- LUMO level: -0.0369 hartree



Entry B
Below is a 2-piece molecular cluster, C2H3FO2 overall, with properties calculated with ωB97M-V/def2-TZVPD.

XYZ file:
```
8
Properties=species:S:1:pos:R:3:mulliken_charge:R:1
C 1.6482 0.3129 -0.8359 -0.050
C -1.6540 0.4923 0.5534 0.009
O 1.9733 -0.4512 0.0147 -0.376
O -1.8576 -0.1081 1.5837 -0.130
F -1.5435 -0.4015 -0.5170 -0.191
H 2.3134 0.3730 -1.6925 0.262
H 0.7102 0.7926 -0.6878 0.177
H -1.5901 -1.0099 1.5814 0.299
```

Output
- HOMO-LUMO gap: 10.778 eV
- Spin multiplicity: 1
- LUMO level: 0.0256 hartree



Entry C
Below is the molecule C2H3FO2, with properties calculated with ωB97M-V/def2-TZVPD.

XYZ file:
```
8
Properties=species:S:1:pos:R:3:mulliken_charge:R:1
O 1.9971 0.9202 0.3432 -0.441
C 1.2881 0.0253 -0.1287 0.197
O 0.1200 0.4122 -0.8610 -0.274
C -0.9948 -0.0488 -0.0288 -0.088
F -1.5887 1.1045 0.5654 -0.257
H 1.4651 -1.0973 0.0010 0.375
H -0.5795 -0.6948 0.8095 0.286
H -1.7072 -0.6214 -0.7006 0.202
```

Output
- HOMO-LUMO gap: 11.890 eV
- SMILES: O=COCF
- Spin multiplicity: 1
- LUMO level: 0.0239 hartree



entry C wins, 2.071 eV ahead of the next structure.



Entry A
Below is the molecule C2H3N2OP, with properties calculated with ωB97M-V/def2-TZVPD.

XYZ file:
```
9
Properties=species:S:1:pos:R:3:mulliken_charge:R:1
C 0.4013 1.0698 -0.1369 -0.292
C 1.0794 1.9962 -0.4995 -0.146
N 0.0466 0.1269 0.6560 -0.590
N -0.5529 -0.9524 0.3093 0.758
O -0.9146 -1.6787 1.3698 -0.513
P -0.9601 -1.5614 -1.2014 -0.059
H -0.3881 -0.4865 -1.6891 0.004
H 1.7922 2.5630 -0.9952 0.391
H -0.5038 -1.0767 2.1869 0.447
```

Output
- HOMO-LUMO gap (spin up / spin down): 7.259 / 7.261 eV
- Spin multiplicity: 1
- LUMO level (spin up / spin down): -0.0271 / -0.0270 hartree



Entry B
Below is C2H3N2OP as an isolated structure, with properties calculated with ωB97M-V/def2-TZVPD.

XYZ file:
```
9
Properties=species:S:1:pos:R:3:mulliken_charge:R:1
C -0.2444 0.5223 1.2536 0.072
C 0.9655 -0.2305 1.0166 0.393
N -1.0533 0.8016 0.3357 -0.365
N -0.3590 0.1849 -1.2517 -0.412
O 1.6375 -0.8293 1.8084 -0.479
P 1.1587 -0.4228 -0.8429 0.055
H -0.5886 0.8843 2.2670 0.385
H -0.3500 1.0638 -1.8137 0.281
H 0.4735 -1.5368 -0.6873 0.070
```

Output
- HOMO-LUMO gap: 9.388 eV
- Spin multiplicity: 1
- LUMO level: -0.0196 hartree



Entry C
Below is the molecule C2H3N2OP, with properties calculated with ωB97M-V/def2-TZVPD.

XYZ file:
```
9
Properties=species:S:1:pos:R:3:mulliken_charge:R:1
C 1.0663 -0.9037 0.1305 -0.229
C 0.7138 0.4380 0.4471 -0.338
N 0.0334 -1.7849 -0.1877 -0.262
N -1.0465 -1.2398 -0.3924 -0.213
O -1.6689 1.6333 -0.3222 -0.426
P -1.1272 0.3039 0.4271 0.284
H 1.9741 -1.3844 0.1625 0.471
H 1.3323 1.1954 0.8546 0.399
H -1.2772 1.7422 -1.1196 0.313
```

Output
- HOMO-LUMO gap: 8.180 eV
- SMILES: OP1=CC=NN=1
- Spin multiplicity: 1
- LUMO level: -0.0294 hartree



entry C wins, 1.053 eV ahead of the next structure.



Entry A
Below is C2H3N2OP as an isolated structure, with properties calculated with ωB97M-V/def2-TZVPD.

XYZ file:
```
9
Properties=species:S:1:pos:R:3:mulliken_charge:R:1
C -0.5827 -1.4488 -0.6446 -0.245
C -2.8017 1.5519 -0.0260 0.467
N 0.5095 -1.2425 -0.2066 0.499
N 1.4899 -1.0362 0.4807 -0.823
O -2.8852 2.6899 -0.2522 -0.324
P -2.4268 -0.0227 -0.2195 -0.171
H -0.8602 -1.6178 -1.6127 0.314
H 1.5220 -0.0905 0.8401 0.237
H -3.3710 -0.4850 0.7720 0.048
```

Output
- HOMO-LUMO gap: 8.172 eV
- Spin multiplicity: 1
- LUMO level: -0.0087 hartree



Entry B
Below is the molecule C2H3N2OP, with properties calculated with ωB97M-V/def2-TZVPD.

XYZ file:
```
9
Properties=species:S:1:pos:R:3:mulliken_charge:R:1
C 0.6022 -0.7082 -0.5643 -0.109
C -0.8674 -0.6677 -0.4005 0.459
N 1.3836 0.2299 -0.1972 -0.071
N 1.0433 1.1911 0.5405 -0.528
O -1.5516 -1.5900 -0.7829 -0.517
P -1.5275 0.8703 0.3970 0.062
H 1.0083 -1.5843 -1.0445 0.386
H 1.5377 2.0672 0.4239 0.233
H -1.6286 0.1917 1.6280 0.086
```

Output
- HOMO-LUMO gap (spin up / spin down): 7.561 / 7.149 eV
- Spin multiplicity: 1
- LUMO level (spin up / spin down): -0.0495 / -0.0555 hartree



entry B wins, 1.243 eV ahead of the next structure.



Entry A
Below is C8H10 as an isolated structure, with properties calculated with ωB97M-V/def2-TZVPD.

XYZ file:
```
18
Properties=species:S:1:pos:R:3:mulliken_charge:R:1
C 1.5766 -0.7723 -0.3013 -0.625
C 1.2244 0.5386 -0.9933 -0.959
C -0.1049 0.8681 -0.6076 -0.403
C -0.0955 0.7242 1.0049 -0.167
C -1.6255 0.4568 1.2595 -0.526
C -2.1276 -0.2668 0.2894 -0.832
C -0.8938 -0.5132 -0.3837 0.073
C 0.3498 -0.8324 0.6860 -0.411
H 1.7254 -1.6138 -0.9714 0.351
H 2.5403 -0.6557 0.2771 0.284
H 1.9502 1.3565 -0.8850 0.370
H 1.2742 0.3432 -1.9637 0.480
H -0.6479 1.5951 -1.2290 0.381
H 0.5801 1.3390 1.6147 0.483
H -2.1246 0.9874 2.0085 0.462
H -3.1388 -0.5539 0.1357 0.467
H -0.8534 -1.2294 -1.3255 0.290
H 0.3913 -1.7714 1.3847 0.282
```

Output
- HOMO-LUMO gap: 9.845 eV
- Spin multiplicity: 1
- LUMO level: 0.0438 hartree



Entry B
Below is the molecule C8H10, with properties calculated with ωB97M-V/def2-TZVPD.

XYZ file:
```
18
Properties=species:S:1:pos:R:3:mulliken_charge:R:1
C 1.2918 1.4549 1.0083 -0.232
C -1.0403 -0.9313 0.3546 -0.071
C 0.4960 1.5161 -0.0280 -0.816
C -1.8168 0.0499 0.0304 0.104
C 0.4725 -0.9447 0.7503 -0.776
C 1.1650 0.1972 0.1240 0.962
C -2.9987 0.7852 -0.3360 -1.030
C 2.3559 -0.0714 -0.7957 -1.393
H 1.8054 1.8257 1.8649 0.433
H -1.2495 -1.9604 0.4593 0.365
H 0.4449 -1.0089 1.8299 0.293
H 0.9061 -2.0533 0.5746 0.386
H -3.9841 0.2413 -0.2629 0.321
H -2.9657 1.0357 -1.4612 0.236
H -3.0119 1.7325 0.3822 0.239
H 2.3699 -1.1304 -1.1105 0.355
H 3.4073 0.0968 -0.4012 0.292
H 2.5648 0.7435 -1.5523 0.332
```

Output
- HOMO-LUMO gap (spin up / spin down): 8.358 / 6.694 eV
- Spin multiplicity: 1
- LUMO level (spin up / spin down): 0.0084 / -0.0277 hartree



entry A wins, 4.697 eV ahead of the next structure.



Entry A
Below is C4H10N2O3 as an isolated structure, with properties calculated with ωB97M-V/def2-TZVPD.

XYZ file:
```
19
Properties=species:S:1:pos:R:3:mulliken_charge:R:1
C -0.4938 -0.0474 0.9622 -0.071
C 0.3305 -0.7220 -0.0741 -0.696
C 0.8196 0.2068 -1.2567 -0.931
C 0.3108 0.9055 1.8069 0.420
H -0.7993 -1.8002 1.9847 0.120
H -2.3046 -1.2093 1.4529 0.292
H -1.0157 0.5157 0.3697 0.559
H -0.0592 -1.5673 -0.5419 0.491
H 1.4010 -1.1007 0.2652 0.280
H 0.6098 1.0628 -0.8803 0.483
H 1.8643 0.1523 -1.6518 0.536
H 0.2141 -0.8762 -2.6615 0.253
H -0.5122 1.7041 -3.5251 0.377
H -0.7125 0.2940 3.0325 0.295
N -1.2001 -1.0846 1.8713 -0.730
N -0.0229 0.2131 -2.3856 -0.348
O 0.4812 1.0041 -3.3364 -0.459
O -0.0864 0.7683 3.1124 -0.407
O 1.1753 1.5810 1.4555 -0.465
```

Output
- HOMO-LUMO gap: 9.897 eV
- Spin multiplicity: 1
- LUMO level: 0.0196 hartree



Entry B
Below is a 2-piece molecular cluster, C4H10N2O3 overall, with properties calculated with ωB97M-V/def2-TZVPD.

XYZ file:
```
19
Properties=species:S:1:pos:R:3:mulliken_charge:R:1
C -0.6101 -1.0530 0.0477 -0.127
C -1.3559 -0.1027 -0.6272 -0.151
C -2.2348 0.8966 0.0543 -1.264
N 1.2669 0.3957 -1.2014 -0.032
C 1.9240 -0.6694 -0.4447 0.566
N -0.4861 -0.8927 1.4452 -0.528
O 1.3833 1.7285 -0.7406 -0.455
O 2.3388 -0.1826 0.7755 -0.550
O 2.6453 -1.4717 -1.0063 -0.538
H 0.9442 1.6978 0.1418 0.339
H 2.9653 0.5436 0.9054 0.349
H 1.3848 0.2975 -2.2038 0.227
H -0.5370 -2.0339 -0.4011 0.413
H -1.7703 -0.4052 -1.5805 0.325
H -0.7755 -1.6059 2.1054 0.213
H 0.3765 -0.6755 1.9274 0.201
H -1.9217 1.1753 1.0606 0.340
H -3.2436 0.5106 0.2170 0.335
H -2.2940 1.8469 -0.4746 0.336
```

Output
- HOMO-LUMO gap: 8.059 eV
- SMILES: O=C(O)NO.C/C=C\N
- Spin multiplicity: 1
- LUMO level: -0.0008 hartree



entry B wins, 2.899 eV ahead of the next structure.



Entry A
Below is the molecule C6H12S, with properties calculated with ωB97M-V/def2-TZVPD.

XYZ file:
```
19
Properties=species:S:1:pos:R:3:mulliken_charge:R:1
C 0.9436 -0.3053 -0.7649 -0.695
C 1.7502 -0.9755 2.0269 -0.768
C 0.0745 -0.2799 -1.9710 -0.313
C -1.2176 0.3387 -1.4468 -0.391
C -1.4286 -0.3465 -0.1398 -0.931
C 0.1381 1.4031 1.3584 -1.066
S 0.2340 -0.3475 0.7225 0.446
H 1.8452 -0.9903 -0.7769 0.316
H 1.5145 -1.1810 3.0581 0.299
H 2.2323 -1.9145 1.7212 0.263
H 0.6924 0.3442 -2.6295 0.280
H -0.1614 -1.2847 -2.4824 0.203
H -1.0433 1.4513 -1.2325 0.180
H -2.1561 0.3175 -2.0266 0.347
H -2.2305 0.1098 0.4425 0.423
H -1.4889 -1.4369 -0.2161 0.362
H -0.9303 1.6482 1.3978 0.336
H 0.6045 1.3105 2.3157 0.483
H 0.6274 2.1387 0.6435 0.223
```

Output
- HOMO-LUMO gap (spin up / spin down): 6.587 / 6.591 eV
- SMILES: C=[S@@]1(C)=CCCC1
- Spin multiplicity: 1
- LUMO level (spin up / spin down): -0.0057 / -0.0056 hartree



Entry B
Below is the molecule C6H12S, with properties calculated with ωB97M-V/def2-TZVPD.

XYZ file:
```
19
Properties=species:S:1:pos:R:3:mulliken_charge:R:1
C 0.3015 -1.0544 0.5049 -0.574
C 2.7983 -0.2752 0.4547 -0.848
C -0.7211 1.0569 0.5962 -0.548
C 0.3051 1.2281 -0.4196 -0.673
C -1.0750 -0.3693 0.5673 0.165
C -2.0604 -0.8427 -0.5806 -1.419
S 1.3973 -0.2795 -0.4734 0.217
H 0.2364 -2.1381 0.5925 0.317
H 3.7720 -0.3395 0.0083 0.274
H 2.5728 -0.1348 1.5079 0.289
H -0.3757 1.3110 1.6248 0.252
H -1.7152 1.7100 0.4078 0.266
H -0.1007 1.3588 -1.4334 0.391
H 1.0323 2.1551 -0.2954 0.324
H -1.6103 -0.6149 1.4790 0.383
H -1.4235 -1.1323 -1.4063 0.320
H -2.7705 -0.0561 -0.7704 0.335
H -2.5661 -1.7438 -0.4360 0.437
H 2.0028 0.1607 -1.9285 0.092
```

Output
- HOMO-LUMO gap: 7.534 eV
- SMILES: C=[S@H]1=C[C@H](C)CC1
- Spin multiplicity: 1
- LUMO level: 0.0007 hartree



Entry C
Below is the molecule C6H12S, with properties calculated with ωB97M-V/def2-TZVPD.

XYZ file:
```
19
Properties=species:S:1:pos:R:3:mulliken_charge:R:1
C 1.6745 1.4967 -0.0478 -1.021
C -3.0955 -0.5057 1.0385 -0.557
C 0.9751 -0.8330 -0.5971 -0.904
C -0.4666 -0.7564 -0.1309 -0.531
C 1.9882 0.0711 0.1923 -0.291
C -1.2092 0.3716 -0.6297 -0.316
S -2.8936 0.5085 -0.2314 -0.042
H 2.1303 2.1323 0.6594 0.376
H 2.0272 1.9713 -1.0348 0.240
H -4.0751 -0.5763 1.5341 0.284
H -2.2417 -1.2464 1.3177 0.219
H 1.3152 -1.8623 -0.6052 0.308
H 0.9089 -0.5848 -1.6652 0.348
H -1.1272 -1.6752 -0.3689 0.458
H -0.6286 -0.6910 0.9270 0.314
H 2.0882 -0.1642 1.3054 0.284
H 3.0705 -0.1163 -0.1667 0.279
H 0.5598 1.6760 0.1542 0.271
H -1.0006 0.7841 -1.6510 0.282
```

Output
- HOMO-LUMO gap (spin up / spin down): 7.718 / 7.815 eV
- Spin multiplicity: 1
- LUMO level (spin up / spin down): 0.0157 / 0.0168 hartree



entry C wins, 3.071 eV ahead of the next structure.



Entry A
Below is the molecule CH3I2O2P, with properties calculated with ωB97M-V/def2-TZVPD.

XYZ file:
```
9
Properties=species:S:1:pos:R:3:mulliken_charge:R:1
C -0.2537 -1.2000 0.8271 -0.656
O 1.0619 1.3680 0.6062 -0.575
O 1.7395 -0.4976 -1.0286 -0.537
P 0.9011 0.0204 -0.0054 0.784
I -1.0422 1.1736 -1.9979 0.082
I -1.0918 3.6971 -1.2750 0.055
H 0.4586 -2.1243 0.8092 0.262
H -0.5332 -0.8205 1.7917 0.285
H -1.2402 -1.6167 0.2727 0.300
```

Output
- HOMO-LUMO gap: 7.791 eV
- Spin multiplicity: 1
- LUMO level: -0.0679 hartree



Entry B
Below is the molecule CH3I2O2P, with properties calculated with ωB97M-V/def2-TZVPD.

XYZ file:
```
9
Properties=species:S:1:pos:R:3:mulliken_charge:R:1
C -0.4810 0.4108 -1.2029 -0.651
O 0.9664 -2.1351 1.3788 -0.562
O -0.0090 -0.7434 -0.5439 -0.270
P 0.5047 -0.7805 0.9995 0.556
I -1.4313 0.0541 2.2708 0.018
I 2.1443 0.9052 1.1915 0.102
H -0.3257 0.3017 -2.2209 0.247
H 0.0960 1.5076 -1.0614 0.227
H -1.4644 0.4796 -0.8115 0.335
```

Output
- HOMO-LUMO gap: 9.063 eV
- SMILES: COP(=O)(I)I
- Spin multiplicity: 1
- LUMO level: -0.0351 hartree



entry B wins, 0.607 eV ahead of the next structure.